Record 1
{"formula": "C5H4N2", "method": "ωB97M-V/def2-TZVPD", "symbols": ["C", "C", "C", "N", "C", "C", "N", "H", "H", "H", "H"], "positions_angstrom": [[-2.0587, -0.0651, -1.4498], [-1.0238, 0.2263, -0.9087], [0.2397, 0.7202, -0.4058], [0.4526, 1.0941, 0.9885], [1.1660, -0.0680, 0.4658], [0.8317, -1.3918, 0.9503], [0.6250, -2.4375, 1.3992], [-2.9723, -0.3179, -1.9446], [0.7298, 1.3990, -1.1003], [-0.3307, 0.7960, 1.5670], [2.2338, 0.0795, 0.3232]], "atomic_forces_ev_per_a": [[0.39, 0.08, 0.23], [-0.35, -0.09, -0.21], [-0.01, 0.05, -0.25], [-0.15, 0.06, 0.20], [0.17, -0.14, -0.02], [-0.20, -0.80, 0.34], [0.12, 0.96, -0.47], [0.17, -0.01, 0.17], [-0.04, -0.10, 0.09], [0.06, 0.01, -0.12], [-0.16, -0.03, 0.05]], "nbo_charge": [-0.170, -0.067, -0.124, -0.519, -0.176, 0.252, -0.288, 0.242, 0.235, 0.371, 0.244], "multiplicity": 1, "smiles": "C#C[C@H]1N[C@H]1C#N", "total_charge": 0, "de_lowest_kj_mol": 292.42, "homo_lumo_gap_ev": 10.9}

Record 2
{"formula": "C48H39MnN6O3PS2", "method": "ωB97M-V/def2-TZVPD", "symbols": ["Mn", "C", "N", "C", "N", "C", "C", "C", "C", "C", "C", "C", "C", "C", "C", "C", "C", "C", "C", "P", "C", "N", "C", "C", "N", "C", "C", "C", "C", "C", "C", "C", "C", "C", "C", "C", "C", "C", "C", "N", "C", "C", "N", "C", "C", "C", "C", "C", "C", "C", "C", "C", "C", "C", "C", "C", "H", "H", "H", "H", "H", "H", "H", "H", "H", "H", "H", "H", "H", "H", "H", "H", "H", "H", "H", "H", "H", "H", "H", "H", "H", "H", "H", "H", "H", "H", "H", "H", "H", "H", "H", "H", "H", "H", "H", "O", "S", "O", "O", "S"], "positions_angstrom": [[0.6052, 0.3384, 0.2562], [0.0713, -2.5678, -3.8514], [0.6299, -2.2554, -2.5468], [0.0931, -1.4689, -1.5996], [0.9306, -1.4132, -0.5651], [2.0642, -2.1344, -0.8676], [1.8679, -2.6789, -2.1136], [2.7693, -3.5103, -2.9235], [3.9809, -2.9663, -3.3464], [4.8662, -3.7357, -4.0829], [4.5503, -5.0513, -4.3940], [3.3407, -5.5929, -3.9841], [2.4481, -4.8245, -3.2532], [3.2248, -2.1899, 0.0388], [4.1176, -3.2608, 0.0072], [5.2192, -3.2933, 0.8465], [5.4591, -2.2637, 1.7422], [4.5897, -1.1855, 1.7820], [3.4912, -1.1563, 0.9428], [-1.4719, -0.4386, -1.7947], [-1.8605, -0.8635, 0.0292], [-1.0421, -0.5477, 1.0298], [-1.5994, -0.9798, 2.2109], [-2.8045, -1.5750, 1.9069], [-2.9387, -1.4877, 0.5306], [-4.0332, -2.0150, -0.2701], [-3.8121, -2.2647, 2.7294], [-5.1321, -1.8176, 2.7427], [-6.0966, -2.5082, 3.4599], [-5.7493, -3.6509, 4.1652], [-4.4332, -4.0919, 4.1684], [-3.4662, -3.4041, 3.4542], [-0.9350, -0.7524, 3.5004], [0.4351, -0.4869, 3.5415], [1.0847, -0.2829, 4.7461], [0.3746, -0.3472, 5.9347], [-0.9897, -0.5948, 5.9089], [-1.6429, -0.7884, 4.7030], [-1.2993, 1.3509, -1.2400], [-0.6119, 1.7766, -0.1889], [-0.5204, 3.1448, -0.2289], [-1.2400, 3.5592, -1.3322], [-1.7144, 2.4177, -1.9446], [-2.4862, 2.3641, -3.1748], [-1.5230, 4.9143, -1.8149], [-1.2161, 5.2856, -3.1235], [-1.4622, 6.5815, -3.5502], [-2.0093, 7.5127, -2.6802], [-2.3104, 7.1487, -1.3740], [-2.0714, 5.8557, -0.9429], [0.4242, 3.8054, 0.6821], [0.9447, 5.0751, 0.4313], [1.9206, 5.6093, 1.2570], [2.3939, 4.8970, 2.3480], [1.8845, 3.6351, 2.6128], [0.9120, 3.0983, 1.7880], [-0.6889, -1.8359, -4.1011], [-0.3607, -3.5678, -3.8562], [0.8657, -2.5177, -4.5921], [4.2064, -1.9348, -3.1040], [5.8036, -3.3090, -4.4137], [5.2497, -5.6610, -4.9507], [3.0912, -6.6179, -4.2245], [1.5075, -5.2485, -2.9216], [3.9411, -4.0781, -0.6788], [5.9038, -4.1301, 0.8038], [6.3191, -2.2864, 2.3974], [4.7729, -0.3507, 2.4464], [2.8896, -0.2532, 0.9713], [-4.4468, -2.8940, 0.2159], [-3.6542, -2.2837, -1.2524], [-4.8207, -1.2720, -0.3930], [-5.3956, -0.9150, 2.2043], [-7.1182, -2.1519, 3.4672], [-6.5058, -4.1985, 4.7113], [-4.1602, -4.9781, 4.7259], [-2.4374, -3.7427, 3.4506], [1.0074, -0.4787, 2.6184], [2.1499, -0.0906, 4.7621], [0.8830, -0.2079, 6.8793], [-1.5542, -0.6385, 6.8308], [-2.7093, -0.9532, 4.6836], [-3.2346, 3.1532, -3.1721], [-2.9718, 1.3948, -3.2444], [-1.8193, 2.4830, -4.0252], [-0.7368, 4.5717, -3.7808], [-1.2205, 6.8644, -4.5661], [-2.1950, 8.5243, -3.0162], [-2.7335, 7.8757, -0.6935], [-2.3087, 5.5738, 0.0759], [0.6042, 5.6265, -0.4311], [2.3210, 6.5897, 1.0349], [3.1540, 5.3220, 2.9894], [2.2353, 3.0753, 3.4706], [0.4816, 2.1345, 2.0581], [1.9977, 0.3868, -4.0814], [1.0379, 1.1107, -3.3021], [0.7707, 2.4860, -3.6207], [-0.2693, 0.3333, -3.2804], [1.9263, 1.1660, -1.4039]], "atomic_forces_ev_per_a": [[0.16, 0.08, -0.17], [-0.12, -0.10, -0.21], [-0.01, 0.06, 0.03], [-0.12, 0.12, 0.06], [0.35, -0.50, -0.03], [-0.18, 0.06, -0.11], [0.20, -0.03, 0.36], [0.05, -0.06, -0.18], [-0.11, 0.08, -0.03], [0.03, -0.02, 0.02], [0.02, -0.03, 0.02], [-0.05, -0.04, 0.01], [-0.02, 0.06, 0.05], [0.07, 0.12, 0.12], [-0.15, -0.08, -0.04], [0.09, -0.07, 0.04], [-0.01, 0.09, 0.02], [-0.02, 0.00, 0.05], [-0.08, -0.03, -0.20], [-0.13, -0.22, 1.00], [-0.05, 0.02, -0.06], [-0.32, -0.22, 0.12], [-0.26, -0.01, -0.08], [0.21, 0.04, 0.08], [0.13, 0.06, -0.06], [-0.14, 0.00, -0.05], [-0.06, -0.06, -0.03], [0.07, 0.03, 0.05], [-0.02, 0.02, -0.02], [-0.02, -0.01, 0.01], [0.01, -0.03, 0.06], [0.02, 0.07, -0.06], [0.08, 0.01, 0.08], [-0.24, -0.05, -0.04], [0.12, 0.04, -0.01], [0.00, 0.00, 0.08], [-0.04, -0.02, -0.03], [0.06, 0.05, -0.16], [-0.20, -0.17, -0.16], [-0.37, 0.46, -0.11], [0.03, -0.06, -0.40], [0.22, 0.06, 0.49], [-0.06, -0.19, 0.15], [-0.02, 0.03, -0.19], [-0.11, 0.16, -0.06], [0.10, -0.04, 0.08], [-0.02, 0.00, -0.06], [0.00, -0.01, 0.03], [0.00, 0.07, -0.05], [-0.05, -0.06, 0.01], [0.06, 0.06, 0.16], [-0.08, -0.22, -0.07], [-0.02, 0.06, -0.03], [0.04, 0.01, 0.03], [0.07, 0.01, 0.04], [-0.20, -0.05, -0.08], [0.03, 0.02, 0.02], [0.03, 0.00, 0.06], [0.00, 0.06, 0.02], [0.03, -0.01, -0.01], [0.00, 0.00, 0.01], [-0.01, 0.03, -0.03], [0.02, 0.00, -0.02], [0.01, -0.02, 0.01], [0.03, -0.02, 0.03], [-0.05, -0.04, -0.03], [0.02, -0.05, -0.03], [0.01, -0.04, 0.02], [-0.15, 0.07, -0.08], [0.02, -0.01, 0.00], [0.02, -0.03, 0.01], [0.00, -0.01, 0.06], [-0.03, -0.01, -0.01], [0.00, -0.01, 0.00], [0.01, 0.01, 0.02], [0.00, 0.00, -0.01], [-0.01, -0.03, -0.01], [0.15, -0.10, 0.02], [0.00, -0.01, -0.02], [0.00, 0.02, -0.01], [0.02, 0.03, 0.01], [-0.06, -0.04, 0.07], [0.02, 0.00, 0.04], [-0.03, 0.01, 0.03], [0.01, 0.01, 0.00], [-0.01, -0.01, -0.03], [0.02, 0.01, 0.01], [-0.01, -0.01, 0.00], [0.00, -0.01, 0.01], [0.02, -0.04, -0.01], [0.01, 0.09, -0.05], [0.00, 0.00, 0.01], [0.00, 0.00, -0.01], [-0.02, -0.01, -0.01], [-0.07, 0.03, 0.05], [0.18, 0.08, -0.01], [-0.71, -0.36, -0.75], [0.07, 0.09, 0.00], [0.61, 0.50, -0.33], [0.90, 0.28, 0.49]], "mulliken_spin": [4.081, 0.000, 0.006, -0.034, -0.021, 0.025, 0.015, -0.003, 0.000, 0.000, 0.000, 0.000, 0.002, 0.018, -0.001, 0.000, 0.001, 0.016, 0.040, -0.005, 0.010, -0.111, 0.055, -0.004, 0.009, 0.000, -0.001, 0.000, 0.000, 0.000, 0.000, 0.000, 0.002, -0.039, 0.017, 0.001, 0.000, -0.002, -0.038, 0.005, 0.059, -0.005, 0.006, 0.000, 0.003, 0.001, -0.001, 0.001, 0.000, 0.001, -0.001, -0.008, 0.003, 0.000, 0.016, 0.057, 0.000, 0.000, 0.000, 0.000, 0.000, 0.000, 0.000, 0.000, 0.000, 0.000, 0.000, 0.001, -0.032, 0.000, -0.001, 0.000, 0.000, 0.000, 0.000, 0.000, 0.000, 0.044, 0.001, 0.000, 0.000, 0.000, 0.000, 0.001, 0.000, 0.000, 0.000, 0.000, 0.000, 0.000, -0.001, 0.000, 0.000, 0.000, -0.040, -0.006, 0.023, 0.000, 0.007, -0.175], "multiplicity": 5, "s2": 6.145, "total_charge": 1, "homo_lumo_gap_ev": [6.4, 7.2]}

Record 3
{"formula": "H2O3PS", "method": "ωB97M-V/def2-TZVPD", "symbols": ["O", "O", "O", "P", "S", "H", "H"], "positions_angstrom": [[-2.0595, -0.1634, 1.4866], [-2.1660, -1.2442, -0.8223], [-2.3350, 1.1145, -0.5218], [2.1499, 0.1500, -0.1113], [-1.8152, -0.0911, 0.0377], [3.1446, 0.9886, 0.2913], [3.0811, -0.7544, -0.3602]], "atomic_forces_ev_per_a": [[-0.04, -0.75, 0.22], [0.13, -0.44, 0.74], [-0.78, 2.75, -1.14], [-2.66, 0.94, 0.01], [0.68, -1.57, 0.19], [0.95, 1.04, 0.51], [1.72, -1.97, -0.54]], "nbo_charge": [-0.999, -1.001, -1.013, 0.178, 2.028, -0.095, -0.099], "multiplicity": 1, "total_charge": -1, "de_lowest_kj_mol": 209.03, "homo_lumo_gap_ev": [4.7, 8.6]}

Sequential DFT total energy output: -302.3169; -4695.4086; -966.4181 a.u.